{
  "formula": "C20H68O24",
  "method": "ωB97M-V/def2-TZVPD",
  "symbols": ["O", "H", "H", "O", "H", "H", "O", "H", "H", "O", "H", "H", "C", "C", "O", "O", "H", "H", "H", "H", "H", "H", "C", "C", "O", "O", "H", "H", "H", "H", "H", "H", "C", "C", "O", "O", "H", "H", "H", "H", "H", "H", "C", "C", "O", "O", "H", "H", "H", "H", "H", "H", "C", "C", "O", "O", "H", "H", "H", "H", "H", "H", "C", "C", "O", "O", "H", "H", "H", "H", "H", "H", "C", "C", "O", "O", "H", "H", "H", "H", "H", "H", "C", "C", "O", "O", "H", "H", "H", "H", "H", "H", "C", "C", "O", "O", "H", "H", "H", "H", "H", "H", "C", "C", "O", "O", "H", "H", "H", "H", "H", "H"],
  "xyz": [[5.547, 11.390, 13.400], [6.516, 11.537, 13.415], [5.312, 11.313, 12.464], [9.819, 10.473, 8.052], [9.272, 10.433, 7.235], [10.332, 11.320, 7.926], [8.680, 14.113, 11.680], [7.840, 14.508, 11.937], [8.491, 13.610, 10.873], [9.802, 16.249, 13.861], [9.735, 15.637, 14.607], [9.348, 15.895, 13.088], [6.534, 6.574, 9.247], [7.427, 7.345, 10.168], [6.937, 8.605, 10.511], [6.264, 7.304, 8.036], [5.579, 6.493, 9.763], [6.886, 5.543, 9.037], [8.408, 7.477, 9.721], [7.537, 6.758, 11.087], [7.004, 9.205, 9.725], [6.883, 6.998, 7.376], [11.252, 12.721, 15.614], [10.084, 12.288, 16.359], [9.963, 12.539, 17.780], [11.081, 14.101, 15.500], [11.201, 12.240, 14.644], [12.202, 12.400, 16.057], [10.118, 11.182, 16.193], [9.187, 12.675, 15.857], [10.470, 13.343, 17.882], [11.617, 14.585, 14.861], [5.919, 11.245, 8.130], [6.512, 11.973, 9.299], [7.934, 12.202, 9.082], [6.615, 10.026, 8.082], [6.144, 11.817, 7.231], [4.827, 11.148, 8.235], [6.433, 11.333, 10.191], [6.087, 12.975, 9.464], [8.339, 11.382, 8.748], [6.005, 9.279, 8.005], [8.576, 7.611, 16.062], [9.068, 6.677, 14.970], [10.431, 6.501, 15.107], [7.144, 7.465, 16.235], [8.756, 8.677, 15.930], [9.073, 7.257, 16.995], [8.875, 7.131, 13.993], [8.472, 5.767, 14.999], [10.716, 6.384, 14.187], [6.810, 8.325, 16.477], [13.812, 13.957, 12.297], [12.787, 14.102, 11.202], [12.317, 12.891, 10.576], [13.356, 13.188, 13.418], [14.094, 14.956, 12.648], [14.714, 13.506, 11.858], [13.187, 14.738, 10.404], [11.897, 14.619, 11.588], [11.744, 12.482, 11.260], [13.268, 12.271, 13.098], [12.562, 8.829, 17.548], [13.026, 9.525, 16.285], [12.178, 9.281, 15.171], [12.557, 7.433, 17.180], [11.595, 9.271, 17.871], [13.332, 8.792, 18.350], [14.005, 9.256, 15.956], [13.057, 10.610, 16.359], [12.061, 8.325, 15.054], [11.733, 7.162, 16.736], [6.566, 15.558, 15.855], [6.608, 14.419, 14.886], [5.966, 14.848, 13.683], [5.208, 15.792, 16.230], [7.031, 16.413, 15.355], [7.183, 15.342, 16.728], [6.077, 13.521, 15.228], [7.637, 14.087, 14.730], [5.702, 14.025, 13.264], [4.813, 16.491, 15.719], [13.661, 9.382, 12.316], [12.938, 8.405, 11.491], [11.952, 7.687, 12.384], [12.934, 10.452, 12.913], [14.353, 9.922, 11.649], [14.274, 8.780, 12.986], [13.591, 7.670, 10.979], [12.411, 8.869, 10.629], [11.066, 7.877, 12.020], [12.653, 10.093, 13.777], [10.305, 14.779, 7.788], [11.480, 13.926, 7.459], [11.524, 12.657, 8.047], [9.059, 14.107, 7.556], [10.397, 15.715, 7.247], [10.254, 15.091, 8.840], [12.391, 14.463, 7.641], [11.393, 13.690, 6.415], [11.687, 12.745, 8.984], [8.913, 13.499, 8.280], [9.321, 10.753, 13.366], [9.376, 10.273, 11.940], [10.046, 11.280, 11.179], [8.489, 11.902, 13.525], [10.271, 10.960, 13.834], [8.909, 9.919, 13.937], [8.318, 10.169, 11.625], [9.912, 9.315, 11.951], [9.921, 11.241, 10.210], [8.746, 12.624, 12.913]],
  "forces_ev_per_angstrom": [[0.32, 0.35, -0.33], [-0.22, -0.12, -0.02], [0.13, -0.10, 0.34], [-0.45, 0.74, -0.88], [0.52, -0.19, 0.77], [0.09, -0.54, 0.01], [0.02, -0.13, 0.02], [-0.29, 0.14, 0.08], [0.10, -0.06, -0.02], [0.19, 0.46, 0.05], [-0.18, -0.24, -0.41], [0.09, -0.34, 0.36], [-0.86, -0.13, -0.15], [0.86, -0.28, 0.12], [-0.54, 0.96, -0.40], [-0.01, -0.39, 0.32], [-0.24, -0.14, -0.10], [0.04, 0.61, 0.08], [0.48, -0.22, -0.17], [0.05, 0.12, -0.02], [-0.07, -0.71, 0.63], [0.18, 0.07, -0.31], [0.95, 0.70, -0.52], [-1.95, -2.65, 0.76], [0.76, -0.15, -1.30], [0.12, 1.79, 0.16], [0.10, 0.02, -0.25], [-0.01, 0.43, 0.17], [-0.53, 0.45, 0.58], [0.20, -0.15, 0.08], [0.08, 0.52, 0.52], [0.39, -0.72, -0.06], [-0.12, 0.87, 0.10], [1.04, 0.70, 0.44], [-1.00, -0.09, 0.37], [-0.12, -0.79, -0.28], [-0.17, 0.06, -0.20], [0.34, -0.17, 0.01], [-0.30, 0.30, 0.02], [-0.05, -0.48, -0.01], [0.11, -0.09, 0.08], [0.22, -0.22, -0.19], [-0.93, -0.63, 1.25], [-1.87, 1.45, -0.33], [1.35, -0.41, -0.61], [0.88, -0.43, -0.42], [0.64, -0.10, -0.32], [-0.12, 0.41, -0.36], [-0.26, 0.08, -0.11], [0.12, -0.34, 0.26], [0.72, -0.11, 0.56], [-0.27, 0.25, 0.09], [0.36, -0.66, 0.05], [-1.02, 0.69, -0.50], [0.29, 0.11, 1.51], [0.04, 0.43, -0.80], [-0.17, -0.14, 0.04], [-0.03, -0.03, 0.19], [0.12, -0.14, 0.07], [0.16, 0.05, 0.11], [0.14, -0.28, -0.68], [0.03, -0.08, 0.26], [0.71, -1.00, -0.63], [0.06, 1.19, -0.15], [-0.83, -0.24, 0.15], [-1.03, -0.22, 0.17], [0.46, -0.62, 0.04], [-0.63, 0.90, -0.42], [0.98, -0.61, 0.37], [-0.14, 0.09, 0.37], [0.05, 0.13, -0.03], [0.24, 0.22, 0.25], [-0.38, 0.05, -0.37], [-0.10, -0.68, 0.03], [0.59, -0.19, -0.33], [0.52, -0.20, 0.81], [-0.19, 0.19, 0.08], [-0.29, -0.09, 0.20], [0.01, 0.32, 0.41], [0.22, 0.21, -0.27], [-0.37, -0.08, -0.22], [0.09, 0.25, -0.42], [1.75, 1.37, -0.77], [-2.50, -1.02, -0.69], [0.38, 0.64, -1.38], [-0.02, -1.05, -0.04], [0.14, -0.48, 0.03], [-0.02, 0.42, 0.72], [-0.03, 0.21, 0.83], [-0.11, -0.02, 0.76], [0.75, -0.16, 0.23], [-0.42, 0.09, 0.17], [-1.24, -0.08, 1.51], [-0.23, -0.38, -0.70], [-0.67, -0.71, -0.30], [0.77, 0.98, -1.11], [-0.39, -0.02, -0.51], [0.57, -0.06, 0.11], [0.68, 0.41, 0.07], [0.22, 0.22, -0.79], [0.50, 0.13, 1.08], [-0.30, -0.33, 0.24], [-0.47, 0.14, 0.10], [-0.25, 0.90, -0.05], [0.29, 0.10, -0.30], [-0.34, -0.15, -0.14], [0.58, -0.15, -0.39], [-0.39, 0.18, 0.19], [0.67, -0.31, -0.13], [-0.18, 0.12, -0.40], [-0.27, -0.53, 0.79], [0.16, -0.40, 0.09]],
  "lowdin_charge": [-0.06, 0.01, 0.03, -0.08, 0.08, 0.03, -0.03, 0.04, 0.03, -0.05, 0.01, 0.01, -0.21, -0.27, -0.08, -0.07, 0.12, 0.13, 0.12, 0.12, 0.06, 0.09, -0.28, -0.25, -0.04, -0.05, 0.09, 0.12, 0.12, 0.11, 0.07, 0.09, -0.22, -0.18, -0.12, -0.09, 0.13, 0.14, 0.11, 0.14, 0.03, 0.08, -0.21, -0.26, -0.06, -0.06, 0.10, 0.13, 0.11, 0.13, 0.09, 0.08, -0.22, -0.21, -0.09, -0.08, 0.13, 0.12, 0.12, 0.12, 0.08, 0.04, -0.18, -0.22, -0.09, -0.09, 0.13, 0.13, 0.12, 0.10, 0.08, 0.05, -0.24, -0.26, -0.06, -0.05, 0.12, 0.12, 0.13, 0.09, 0.06, 0.08, -0.25, -0.18, -0.10, -0.08, 0.13, 0.13, 0.13, 0.13, 0.05, 0.04, -0.23, -0.24, -0.07, -0.07, 0.12, 0.12, 0.12, 0.12, 0.03, 0.02, -0.21, -0.18, -0.07, -0.09, 0.08, 0.12, 0.12, 0.10, 0.07, 0.06],
  "largest_force_ha_per_bohr": 0.066,
  "e_homo_ev": -9.983,
  "multiplicity": 1,
  "lumo_ev": 0.118,
  "energy_ev": -70979.0889,
  "relative_energy_kj_mol": 13.4
}



{
  "formula": "C12H24Si",
  "method": "ωB97M-V/def2-TZVPD",
  "symbols": ["C", "C", "C", "C", "C", "C", "C", "C", "C", "C", "C", "C", "Si", "H", "H", "H", "H", "H", "H", "H", "H", "H", "H", "H", "H", "H", "H", "H", "H", "H", "H", "H", "H", "H", "H", "H", "H"],
  "xyz": [[1.729, 2.776, 0.412], [1.383, 1.725, -0.029], [3.491, -0.188, -1.476], [2.862, -1.032, 0.949], [-1.838, 1.864, -0.446], [-2.304, -0.050, -1.819], [-3.423, 0.223, 0.356], [-0.233, 0.065, 2.263], [-0.758, -2.360, 0.535], [1.050, 0.042, -0.510], [2.371, -0.752, -0.455], [-2.046, 0.339, -0.314], [-0.515, -0.463, 0.451], [2.107, 3.753, 0.457], [2.912, 0.002, -2.323], [3.899, 0.780, -1.260], [4.232, -1.110, -1.533], [2.032, -1.574, 1.313], [2.913, 0.008, 1.451], [3.854, -1.381, 1.127], [-1.845, 2.279, 0.503], [-0.883, 2.214, -0.852], [-2.417, 2.408, -1.132], [-2.680, -1.113, -1.808], [-1.284, -0.208, -2.399], [-2.999, 0.578, -2.453], [-3.469, -0.751, 0.899], [-3.409, 0.915, 1.261], [-4.353, 0.487, -0.263], [-1.123, 0.666, 2.613], [-0.040, -0.918, 2.898], [0.777, 0.615, 2.320], [-1.701, -2.598, 1.168], [-1.027, -2.871, -0.473], [0.108, -2.895, 0.841], [0.638, 0.320, -1.566], [1.986, -1.798, -0.707]],
  "forces_ev_per_angstrom": [[0.37, 0.81, -0.34], [-0.89, -5.38, -0.95], [-0.62, -3.64, 2.14], [-0.46, 4.29, 0.44], [2.47, -0.42, -0.45], [2.01, -2.78, -0.95], [-0.05, -0.03, 2.61], [1.06, -0.98, 0.63], [-2.69, -0.37, -1.86], [0.00, 4.84, -0.53], [0.35, -0.59, -1.45], [-1.63, 2.25, -3.23], [0.02, -0.77, 1.21], [0.12, 0.67, 0.49], [-0.39, -0.27, -2.11], [0.56, 0.15, 0.94], [-1.11, 2.42, -0.42], [-0.25, -0.95, 1.61], [-0.34, -1.49, -0.26], [0.40, -1.05, -0.45], [-0.34, 1.23, 1.90], [0.52, -0.76, 0.15], [-2.01, 0.21, -0.58], [-0.05, 0.94, -0.27], [-1.93, 0.73, 0.89], [0.81, -0.43, 1.15], [-0.70, 0.24, -0.90], [-0.28, -0.46, -1.11], [1.59, -0.62, 0.69], [1.22, -0.61, 0.10], [-0.82, 2.03, -1.07], [-1.86, -0.38, 0.06], [1.79, 0.38, -0.63], [0.42, 1.09, 1.31], [0.65, -0.43, 0.81], [1.20, -1.00, 1.41], [0.85, 1.12, -0.96]],
  "lowdin_charge": [0.06, -0.10, -0.04, -0.09, -0.13, -0.12, -0.11, -0.18, -0.18, -0.25, -0.45, -0.61, 0.58, 0.01, 0.03, 0.06, 0.12, 0.04, 0.10, 0.07, 0.05, 0.06, 0.07, 0.07, 0.09, 0.09, 0.07, 0.08, 0.11, 0.04, 0.07, 0.03, 0.06, 0.06, -0.01, 0.11, 0.14],
  "largest_force_ha_per_bohr": 0.108,
  "e_homo_ev": -9.802,
  "multiplicity": 1,
  "lumo_ev": 0.738,
  "energy_ev": -20706.5158,
  "smiles": "C#C[C@@H](C(C)C)[Si](C)(C)C(C)(C)C",
  "relative_energy_kj_mol": 177.2
}



{
  "formula": "C19H56N4O7",
  "method": "ωB97M-V/def2-TZVPD",
  "symbols": ["C", "O", "H", "H", "H", "H", "C", "O", "H", "H", "H", "H", "C", "O", "H", "H", "H", "H", "C", "C", "C", "O", "C", "N", "H", "H", "H", "H", "H", "H", "H", "H", "H", "H", "H", "C", "C", "C", "O", "C", "N", "H", "H", "H", "H", "H", "H", "H", "H", "H", "H", "H", "C", "C", "C", "O", "C", "N", "H", "H", "H", "H", "H", "H", "H", "H", "H", "H", "H", "C", "C", "C", "O", "C", "N", "H", "H", "H", "H", "H", "H", "H", "H", "H", "H", "H"],
  "xyz": [[-1.054, 7.292, -3.485], [0.124, 7.600, -4.168], [-0.846, 6.590, -2.677], [-1.340, 8.213, -2.979], [-1.865, 6.904, -4.102], [0.689, 6.825, -4.231], [-1.834, 0.507, -2.487], [-2.040, 1.742, -1.796], [-1.972, -0.404, -1.904], [-2.517, 0.485, -3.336], [-0.845, 0.385, -2.929], [-2.883, 1.626, -1.352], [-6.689, 2.781, 0.480], [-5.996, 1.586, 0.470], [-7.754, 2.581, 0.595], [-6.400, 3.501, 1.245], [-6.438, 3.306, -0.442], [-6.620, 0.896, 0.233], [-5.695, -8.407, -8.275], [-4.346, -7.780, -8.667], [-3.505, -7.259, -7.466], [-2.451, -6.342, -7.843], [-2.094, -5.526, -6.793], [-3.633, -8.741, -9.413], [-6.193, -8.929, -9.092], [-6.395, -7.670, -7.883], [-5.647, -9.129, -7.459], [-4.482, -6.950, -9.360], [-2.963, -8.060, -6.963], [-4.285, -6.837, -6.832], [-1.138, -5.074, -7.053], [-1.921, -6.114, -5.891], [-2.742, -4.654, -6.708], [-2.885, -8.382, -9.988], [-4.254, -9.087, -10.131], [5.453, 2.843, -2.720], [4.170, 2.777, -1.890], [4.284, 3.321, -0.428], [5.132, 2.412, 0.417], [5.290, 2.945, 1.724], [3.089, 3.468, -2.631], [5.791, 3.847, -2.978], [5.439, 2.324, -3.679], [6.282, 2.448, -2.133], [3.904, 1.720, -1.848], [3.283, 3.459, -0.019], [4.732, 4.313, -0.477], [5.871, 2.257, 2.338], [4.341, 3.179, 2.206], [5.833, 3.887, 1.647], [2.228, 3.211, -2.169], [2.994, 3.009, -3.526], [1.294, -2.811, 3.073], [2.491, -3.706, 3.217], [2.140, -4.975, 4.013], [1.742, -4.624, 5.287], [1.385, -5.709, 6.117], [2.899, -4.067, 1.850], [0.892, -2.691, 4.079], [0.414, -3.139, 2.519], [1.678, -1.873, 2.672], [3.288, -3.178, 3.741], [2.968, -5.670, 3.879], [1.295, -5.438, 3.504], [2.236, -6.343, 6.369], [0.516, -6.277, 5.785], [1.119, -5.244, 7.066], [2.986, -3.218, 1.311], [3.821, -4.474, 1.926], [2.153, 5.894, 7.535], [0.812, 5.269, 7.884], [0.117, 4.392, 6.822], [-0.239, 5.274, 5.773], [-0.795, 4.548, 4.641], [1.079, 4.558, 9.177], [2.932, 5.136, 7.445], [2.418, 6.662, 8.262], [2.048, 6.431, 6.593], [0.070, 6.048, 8.058], [-0.738, 3.913, 7.300], [0.816, 3.630, 6.478], [-1.711, 4.041, 4.944], [-0.055, 3.823, 4.300], [-1.001, 5.252, 3.835], [1.543, 5.235, 9.766], [0.183, 4.433, 9.625]],
  "forces_ev_per_angstrom": [[0.03, 0.10, 1.14], [0.63, 0.13, -0.75], [-0.17, -0.29, 0.04], [-0.42, 0.01, -0.19], [0.03, 0.07, -0.20], [-0.08, -0.04, -0.02], [-0.29, -0.06, -0.79], [0.55, -0.81, 0.00], [-0.25, 0.18, 0.43], [-0.16, -0.28, -0.10], [0.23, 0.72, 0.32], [-0.09, 0.25, 0.17], [-0.57, 1.26, -0.59], [0.85, -1.28, 0.54], [-0.13, 0.44, -0.22], [0.29, -0.54, 0.53], [-0.61, 0.19, -0.33], [0.22, -0.06, 0.04], [-0.18, 0.46, 0.83], [0.37, 0.91, 0.30], [-0.28, -0.23, -0.83], [-1.72, -0.99, -1.07], [1.24, 0.83, -0.02], [0.96, -2.20, -1.38], [0.22, 0.19, -0.24], [0.00, 0.31, -0.24], [0.58, -0.19, -0.03], [-0.65, 0.80, 0.50], [-0.54, -0.44, 0.17], [0.46, 0.61, 0.54], [0.26, -0.14, -0.03], [-0.36, 0.27, 0.42], [-0.57, -0.22, 0.60], [0.44, 0.51, 0.48], [-0.24, -0.47, 0.00], [0.85, 0.43, 0.59], [0.14, -0.32, -0.34], [1.25, -1.03, -0.45], [-1.63, 1.13, -1.17], [0.17, 0.44, -0.55], [0.09, 0.04, 0.73], [-0.45, 0.38, 0.19], [-0.43, -0.33, 0.16], [-0.02, -0.33, 0.00], [0.13, -0.28, 0.48], [-0.08, -0.36, 0.30], [0.27, 0.11, 0.16], [-0.13, -0.11, -0.20], [-0.24, -0.24, 0.06], [0.22, 0.19, 0.17], [-0.41, 0.23, 0.20], [0.24, 0.06, -0.34], [-0.22, 0.77, 1.22], [-0.80, -0.86, -0.73], [-0.35, 0.40, -1.99], [0.36, -0.20, 0.86], [0.13, 0.81, 0.95], [0.26, -0.50, 0.69], [0.09, 0.66, 0.10], [0.54, -0.53, -0.54], [-0.51, 0.31, 0.06], [-0.01, 0.19, 0.26], [0.37, -0.28, 0.81], [-0.20, -0.23, -0.31], [0.09, -0.32, -0.45], [0.10, -0.11, -0.42], [-0.20, -0.02, 0.03], [0.08, 0.06, -0.15], [0.27, -0.12, -0.42], [-0.68, 0.33, -1.14], [0.18, -0.09, 1.09], [1.31, 0.77, 0.55], [-0.63, -0.78, -0.82], [0.62, 0.59, 0.97], [-0.83, -0.05, -0.84], [0.01, 0.05, 0.10], [0.12, -0.22, 0.22], [0.21, -0.09, -0.19], [0.06, 0.46, -0.04], [-0.32, -0.12, -0.15], [0.01, -0.29, -0.19], [-0.08, -0.09, -0.06], [-0.05, -0.17, -0.11], [0.02, 0.06, 0.22], [0.28, 0.01, 0.13], [-0.21, -0.38, 0.25]],
  "lowdin_charge": [-0.19, -0.12, 0.07, 0.08, 0.07, 0.07, -0.17, -0.12, 0.07, 0.07, 0.07, 0.07, -0.19, -0.11, 0.08, 0.08, 0.07, 0.08, -0.06, -0.45, -0.17, -0.19, -0.16, 0.02, 0.07, 0.07, 0.08, 0.13, 0.13, 0.12, 0.09, 0.09, 0.09, 0.08, 0.07, -0.07, -0.43, -0.14, -0.20, -0.13, 0.02, 0.08, 0.07, 0.07, 0.13, 0.11, 0.12, 0.09, 0.08, 0.08, 0.06, 0.06, -0.08, -0.44, -0.24, -0.18, -0.10, 0.03, 0.07, 0.09, 0.08, 0.14, 0.12, 0.13, 0.09, 0.09, 0.09, 0.06, 0.06, -0.07, -0.43, -0.22, -0.20, -0.08, 0.02, 0.08, 0.07, 0.07, 0.13, 0.12, 0.12, 0.08, 0.08, 0.08, 0.06, 0.06],
  "largest_force_ha_per_bohr": 0.054,
  "e_homo_ev": -9.193,
  "multiplicity": 1,
  "lumo_ev": 0.276,
  "energy_ev": -40898.6058,
  "smiles": "COC[C@H](C)N.COC[C@H](C)N.COC[C@H](C)N.COC[C@H](C)N.CO.CO.CO",
  "relative_energy_kj_mol": 245.0
}